Density functional theory data (ωB97M-V/def2-TZVPD) for 2 unconnected molecules or ions with the total composition C3H10NO2S2.

Calculated values
Kohn-Sham gap (hartree): 0.2126
Calculated total energy (eV): -30529.96625
Max |F| (eV/Å): 2.316
E_LUMO (eV): 3.4

```
! wB97M-V def2-TZVPD RIJCOSX def2/J DEFGRID3
* xyz -1 1
S 1.776 0.633 1.177
S -0.073 1.059 1.852
O 2.155 -0.612 -2.325
O -1.477 -2.483 -0.374
N -0.566 0.895 -1.611
C -0.796 -0.162 -0.579
C -1.578 -1.306 -1.201
C -1.353 0.416 0.675
H -1.478 1.200 -1.932
H -2.040 -0.272 1.167
H -1.906 1.315 0.471
H -0.027 1.662 -1.200
H -2.638 -1.025 -1.317
H -1.924 -2.291 0.469
H 1.543 -0.020 -1.862
H -1.166 -1.618 -2.151
H 0.219 -0.565 -0.475
H 2.435 -1.269 -1.678
*
```